Entry 1:
Here is one molecule with the formula C3H4OS3 from the Open Molecules 2025 dataset. Energies are from ωB97M-V/def2-TZVPD.

```
! RIJCOSX wB97M-V def2-TZVPD def2/J DEFGRID3
* xyz 0 1
C -0.974 0.298 0.187
C 0.474 0.253 0.711
C 1.394 -0.421 -0.311
H -2.573 1.452 -1.038
H 0.788 1.276 0.921
H 0.489 -0.379 1.605
H -0.122 -2.162 -0.188
O -1.737 -0.647 0.185
S -1.474 1.924 -0.422
S 1.094 -2.047 -0.750
S 2.641 0.453 -0.900
*
```

* E_LUMO: -0.6 eV
* HOMO energy: -9.0 eV
* energy relative to the best compared isomer or geometry (same formula, charge and spin): 5.0 kcal per mole
* SMILES string: O=C(S)CC(=S)S

***

Entry 2:
Here is a 2-piece molecular cluster, C3H9NS overall from the Open Molecules 2025 dataset. Energies are from ωB97M-V/def2-TZVPD.

```
! RIJCOSX wB97M-V def2-TZVPD def2/J DEFGRID3
* xyz 0 1
C 1.925 -1.901 -0.793
N 1.256 -1.153 0.250
C 0.389 -0.040 -0.247
C -0.278 0.651 0.848
S -1.768 1.361 0.043
H 1.297 -2.726 -1.146
H 2.291 -1.348 -1.662
H 2.769 -2.407 -0.319
H 1.951 -0.788 0.888
H -0.507 -0.557 -0.789
H 0.973 0.542 -0.960
H 0.248 1.547 1.177
H -0.694 -0.079 1.521
H -1.302 -1.051 -0.772
*
```

* E_LUMO: -1.9 eV
* HOMO energy: -8.2 eV
* energy relative to the best compared isomer or geometry (same formula, charge and spin): 127.7 kcal per mole

***

Entry 3:
Here is a 2-piece molecular cluster, C3H7BrO overall from the Open Molecules 2025 dataset. Energies are from ωB97M-V/def2-TZVPD.

```
! RIJCOSX wB97M-V def2-TZVPD def2/J DEFGRID3
* xyz 0 1
C 0.950 -0.989 0.591
C 0.374 -0.202 -0.589
C -0.243 1.163 -0.210
O -2.061 1.160 0.427
Br -2.864 -0.395 0.022
H 1.611 -0.369 1.182
H 0.253 -1.507 1.265
H 1.690 -1.618 0.256
H -0.419 -0.645 -1.176
H 1.177 0.068 -1.334
H 0.190 1.559 0.686
H -0.657 1.776 -1.118
*
```

* E_LUMO: 0.2 eV
* HOMO energy: -9.1 eV
* energy relative to the best compared isomer or geometry (same formula, charge and spin): 81.8 kcal per mole

***

Entry 4:
Here is one molecule with the formula C2H3NOS from the Open Molecules 2025 dataset. Energies are from ωB97M-V/def2-TZVPD.

```
! RIJCOSX wB97M-V def2-TZVPD def2/J DEFGRID3
* xyz 0 1
C -1.394 0.097 0.122
C 1.078 -0.130 0.066
N -0.165 0.117 0.679
O -0.888 1.380 0.165
S -2.630 -0.600 -0.554
H 1.833 0.605 0.053
H 1.389 -1.109 0.540
H 0.776 -0.359 -1.072
*
```

* E_LUMO: 0.3 eV
* HOMO energy: -9.5 eV
* energy relative to the best compared isomer or geometry (same formula, charge and spin): 81.0 kcal per mole
* SMILES string: CN1OC1=S

***

The highest energy relative to the best compared isomer or geometry (same formula, charge and spin) belongs to which entry? C3H9NS

***

Which value of energy relative to the best compared isomer or geometry (same formula, charge and spin) does entry 1 give? 5.0 kcal per mole

***

Which of these has the lowest energy relative to the best compared isomer or geometry (same formula, charge and spin)? C3H4OS3

***

Among the records above, which one has the lowest HOMO energy? C2H3NOS